1.
Density functional theory data (ωB97M-V with the def2-TZVPD basis set) for a structure of composition C2H2AgFO2 in a non-equilibrium geometry.

- Charge: +1
- Spin multiplicity: 2
- Frontier orbital gap (spin up / spin down): 11.66 / 7.29 eV
- E_HOMO (spin up / spin down): -16.536 / -16.490 eV

Geometry as XYZ:
```
8
Properties=species:S:1:pos:R:3:lowdin_charge:R:1
F 3.91575 0.65552 0.05211 -0.428
O -1.97530 1.54495 0.06531 0.317
C -1.36086 0.57908 -0.04789 -0.164
C -0.85953 -0.79693 0.01537 -0.022
O 0.18838 0.15464 -0.27039 -0.283
Ag 2.11750 0.47837 -0.00630 1.273
H -1.17170 -1.40771 -0.84265 0.154
H -0.85425 -1.20790 1.03445 0.154
```

---

2.
Density functional theory data (ωB97M-V with the def2-TZVPD basis set) for a structure of composition C2H2AgLiO2 in a non-equilibrium geometry.

- Frontier orbital gap: 5.31 eV
- E_HOMO: -7.046 eV

Geometry as XYZ:
```
8
Properties=species:S:1:pos:R:3:lowdin_charge:R:1
O 1.76776 -0.69076 0.06624 -0.577
O -1.38793 0.41128 1.48543 -0.084
C -1.57469 0.53076 0.29206 -0.533
C -1.48765 0.54233 -0.97270 -0.146
Li 0.53369 -0.16268 -1.12954 0.667
Ag 1.57258 -0.67561 2.26138 0.788
H 2.66984 -0.85345 -0.20671 -0.086
H -2.09359 0.89813 -1.79616 -0.029
```

---

3.
Density functional theory data (ωB97M-V with the def2-TZVPD basis set) for a structure of composition C2H2As2F12O6Zn in a non-equilibrium geometry.

- Charge: -2
- Frontier orbital gap: 9.27 eV
- E_HOMO: -4.438 eV

Geometry as XYZ:
```
25
Properties=species:S:1:pos:R:3:lowdin_charge:R:1
Zn 0.60447 -0.47115 -0.77805 0.834
As -2.32951 1.79735 -1.51110 0.699
F -0.75071 0.97687 -1.26419 -0.262
F -2.91597 1.03416 -0.10506 -0.222
F -3.85282 2.58290 -1.78363 -0.270
F -1.64642 2.52053 -2.92103 -0.257
F -2.82771 0.45650 -2.48108 -0.248
F -1.77309 3.12760 -0.59504 -0.232
As 0.50320 0.72047 2.82264 0.698
F -0.56029 -0.43149 3.54070 -0.254
F 0.07156 0.11025 1.21051 -0.258
F 1.55188 1.87794 2.10638 -0.238
F 0.95434 1.27863 4.40409 -0.277
F 1.76880 -0.45153 2.85532 -0.249
F -0.79811 1.84061 2.76034 -0.241
O -1.42058 -3.51283 -1.83997 0.098
C -0.73514 -2.41452 -1.46122 -0.788
O -0.72487 -2.09013 -0.25023 -0.014
O -0.12858 -1.73985 -2.33069 -0.021
H -1.73486 -3.88663 -1.00969 0.105
O 4.31244 -0.48226 0.01299 0.108
C 3.02181 -0.47163 -0.35873 -0.787
O 2.42917 -1.57354 -0.55241 -0.031
O 2.43062 0.61727 -0.52308 -0.002
H 4.55037 -1.41550 0.05222 0.107
```

---

4.
Density functional theory data (ωB97M-V with the def2-TZVPD basis set) for the ion C2H2BO3 with charge -1 in a non-equilibrium geometry.

- Charge: -1
- Frontier orbital gap: 7.27 eV
- Structure (SMILES): BC(=O)C(=O)[O-]
- E_HOMO: -3.878 eV

Geometry as XYZ:
```
8
Properties=species:S:1:pos:R:3:lowdin_charge:R:1
B 0.45788 0.19314 1.14188 0.035
C 0.36802 0.52398 -0.32368 -0.322
O 0.80112 1.27111 -1.21101 0.031
C -0.68456 -0.47635 -0.87812 -0.692
O -1.59270 -0.01472 -1.56653 -0.012
O -0.36802 -1.68884 -0.58887 -0.080
H 0.80834 -0.83640 1.53582 0.024
H 0.20991 1.02808 1.89052 0.016
```

---

5.
Density functional theory data (ωB97M-V with the def2-TZVPD basis set) for a structure of composition C2H2BaF in a non-equilibrium geometry.

- Charge: +1
- Frontier orbital gap: 7.19 eV
- E_HOMO: -12.614 eV

Geometry as XYZ:
```
6
Properties=species:S:1:pos:R:3:lowdin_charge:R:1
F 1.61278 1.90012 0.30717 -0.152
H 0.62490 1.88973 0.47787 0.120
C -0.73667 -0.58446 -0.02765 -0.517
C 0.45275 -0.84608 -0.25042 -0.170
H 1.38561 -1.03252 -0.76332 0.017
Ba -3.33937 -1.32680 0.25635 1.702
```

---

6.
Density functional theory data (ωB97M-V with the def2-TZVPD basis set) for a structure of composition C2H2BaO3 in a non-equilibrium geometry.

- Frontier orbital gap (spin up / spin down): 3.73 / 3.73 eV
- E_HOMO (spin up / spin down): -4.633 / -4.635 eV

Geometry as XYZ:
```
8
Properties=species:S:1:pos:R:3:lowdin_charge:R:1
C -1.06651 1.10145 0.23154 -0.506
Ba -2.88951 -0.60097 0.54530 1.332
H -0.98935 1.96222 -0.44481 -0.087
O -0.23991 -1.35793 -0.60660 -0.094
C 0.60927 -0.51838 -0.27520 -0.724
O 0.32741 0.58693 0.31252 -0.174
O 1.88744 -0.89231 -0.17093 0.128
H 2.36115 -0.28102 0.40819 0.125
```

---

7.
Density functional theory data (ωB97M-V with the def2-TZVPD basis set) for a cluster of 2 separate species, C2H2Br2F2O2 in total in a non-equilibrium geometry.

- Frontier orbital gap: 11.49 eV
- Structure (SMILES): O=C(Br)OC(F)F.Br
- E_HOMO: -10.995 eV

Geometry as XYZ:
```
10
Properties=species:S:1:pos:R:3:lowdin_charge:R:1
O -0.65934 -0.62258 0.76758 0.077
C -1.07035 -0.60687 -0.34511 -0.871
Br -2.88741 -1.22454 -0.67021 0.763
O -0.61599 -0.16345 -1.53607 0.009
C 0.71192 0.32839 -1.62191 -0.374
F 1.64470 -0.63571 -1.76342 0.123
F 0.79767 1.05223 -2.78132 0.075
H 0.95803 1.15131 -0.90217 0.192
Br 0.39876 1.05875 4.45832 0.281
H 0.72201 -0.33752 4.39431 -0.274
```

---

8.
Density functional theory data (ωB97M-V with the def2-TZVPD basis set) for a structure of composition C2H2Br3ClS in a non-equilibrium geometry.

- Frontier orbital gap: 8.30 eV
- E_HOMO: -9.190 eV

Geometry as XYZ:
```
9
Properties=species:S:1:pos:R:3:lowdin_charge:R:1
C 0.56975 1.39627 0.58706 -1.193
C -0.86586 -0.71227 -0.96393 -1.114
S 1.29741 0.87022 1.95584 0.457
Cl 0.36141 -0.96370 2.07818 0.136
Br 1.14738 3.03484 -0.04807 0.643
Br -1.76814 -2.14825 -0.33061 0.654
Br 1.08523 -1.04136 -1.11856 0.531
H -0.80653 0.10140 -0.19488 -0.071
H -1.02064 -0.53716 -1.96503 -0.043
```

---

9.
Density functional theory data (ωB97M-V with the def2-TZVPD basis set) for a cluster of 2 separate species, C2H2Br3P in total in a non-equilibrium geometry.

- Frontier orbital gap (spin up / spin down): 5.96 / 5.97 eV
- E_HOMO (spin up / spin down): -9.028 / -9.032 eV

Geometry as XYZ:
```
8
Properties=species:S:1:pos:R:3:lowdin_charge:R:1
C 1.21939 0.73756 0.70613 -0.024
C 0.09471 0.20070 0.35169 -0.519
P -1.13896 -0.94710 0.77151 0.198
Br -0.24345 1.14164 -2.62700 -0.239
Br -0.35940 -2.50853 -0.62872 0.245
Br -3.01295 -0.22872 -0.34998 0.195
H 1.88968 1.32745 0.16876 0.064
H 1.55099 0.27701 1.60762 0.080
```

---

10.
Density functional theory data (ωB97M-V with the def2-TZVPD basis set) for a cluster of 2 separate species, C2H2BrClO2 in total in a non-equilibrium geometry.

- Frontier orbital gap (spin up / spin down): 7.93 / 7.79 eV
- E_HOMO (spin up / spin down): -9.293 / -9.529 eV

Geometry as XYZ:
```
8
Properties=species:S:1:pos:R:3:lowdin_charge:R:1
C -1.60699 0.77199 0.43224 -0.474
C 0.74309 -0.54189 -0.97719 -0.522
O -1.64951 0.06543 1.33371 0.171
O -1.61125 1.52048 -0.46489 0.181
Cl 1.42016 0.41692 2.30319 -0.142
Br 1.51283 -1.15208 0.50903 0.739
H 1.23531 0.09526 -1.81725 0.065
H -0.04364 -1.17611 -1.31883 -0.017
```

---

11.
Density functional theory data (ωB97M-V with the def2-TZVPD basis set) for the molecule C2H2BrF2I in a non-equilibrium geometry.

- Frontier orbital gap (spin up / spin down): 7.85 / 7.74 eV
- E_HOMO (spin up / spin down): -8.875 / -8.384 eV

Geometry as XYZ:
```
8
Properties=species:S:1:pos:R:3:lowdin_charge:R:1
C -0.96115 -2.24044 1.49001 -0.415
C -2.60068 0.44938 -0.37773 -1.027
F -2.04311 1.22720 0.60188 -0.118
F -2.66469 1.25824 -1.40549 -0.023
Br -0.81005 -1.15049 -0.02446 0.847
I -4.63799 -0.14721 0.09790 0.739
H -0.88357 -3.32491 1.27601 0.003
H -1.16031 -1.60365 2.35282 -0.006
```

---

12.
Density functional theory data (ωB97M-V with the def2-TZVPD basis set) for a cluster of 3 separate species, C2H2BrINO2 in total in a non-equilibrium geometry.

- Charge: -1
- Frontier orbital gap: 6.34 eV
- E_HOMO: -3.609 eV

Geometry as XYZ:
```
9
Properties=species:S:1:pos:R:3:lowdin_charge:R:1
C -2.55935 -1.25407 -1.23585 -0.486
C 0.60343 -2.60946 -1.83860 -0.204
N -0.11061 -1.62072 -2.16045 -0.467
O -2.77594 -0.18866 -1.64920 0.170
O -2.45017 -2.29926 -0.80564 0.202
Br 0.82349 -0.33481 -3.20276 0.547
I 2.91748 -3.18446 1.49103 -0.890
H 0.13032 -3.30487 -1.11682 0.074
H 1.69698 -2.73333 -1.98153 0.055
```

---

Summary of energy above the lowest of the compared OMol25 structures with the same formula, charge and spin in kcal per mole
17.87; 2.70; 2.06; 32.12; 0.00; 25.44; 0.61; 64.61; 67.17; 25.46; 96.54; 0.00
(order as listed above)